1.
Computed, not measured: a molecular structure, C10H8Cl3CuN4S2, with ωB97M-V/def2-TZVPD.

Geometry (Å):
Cu 0.547541 -0.265623 0.215595
C 5.051001 2.451240 0.200895
S 3.585016 3.260803 -0.446910
C 2.292044 2.128890 -0.076446
S 2.586940 0.672156 0.788552
N 1.146170 2.576682 -0.527788
N 0.139707 1.690527 -0.344022
C -1.045330 2.127026 -0.161124
C -2.068803 1.133753 0.175848
C -3.428658 1.423164 0.105464
C -4.343271 0.451428 0.463339
C -3.878435 -0.787395 0.882042
C -2.510678 -0.993202 0.926787
N -1.619257 -0.060810 0.599265
H 5.861722 3.159632 0.031739
H 5.261745 1.521517 -0.320818
H 4.955339 2.254490 1.265868
H -1.280445 3.187877 -0.180604
H -3.749632 2.398653 -0.234668
H -5.405159 0.653800 0.415149
H -4.555395 -1.575761 1.178944
H -2.104412 -1.943090 1.255350
Cl -0.494432 -4.966534 -2.313938
C 0.786478 -4.626334 -1.141434
Cl 2.372805 -4.913030 -1.861600
Cl 0.573550 -5.623738 0.304546
C 0.696762 -3.219067 -0.750288
N 0.627086 -2.117064 -0.449744

Cartesian forces, eV/Å:
Cu 0.141 0.033 0.030
C 0.042 -0.007 0.058
S 0.026 0.044 -0.016
C -0.067 -0.050 -0.140
S -0.006 0.010 0.021
N 0.019 -0.009 0.058
N -0.037 0.000 0.047
C 0.017 0.003 -0.007
C 0.015 -0.004 0.016
C -0.003 0.006 -0.007
C -0.001 -0.009 0.004
C 0.003 -0.003 -0.006
C 0.009 -0.002 -0.008
N -0.057 -0.017 0.010
H 0.008 -0.012 0.003
H -0.022 0.006 -0.017
H -0.007 0.014 0.002
H -0.003 0.002 -0.022
H 0.002 0.002 -0.001
H 0.000 0.001 -0.001
H -0.006 0.004 -0.001
H -0.001 0.002 0.006
Cl -0.001 -0.001 0.001
C 0.017 0.004 0.001
Cl -0.002 0.001 0.003
Cl 0.000 0.003 0.000
C 0.025 0.005 -0.016
N -0.110 -0.027 -0.020

## Properties
DFT total energy: -4422.29064 a.u.
relative energy (zero: lowest compared OMol25 entry of this formula, charge and spin): 0.0 kcal/mol
frontier orbital gap: 7.263 eV

***

2.
Computed, not measured: a molecular structure, C38H35ClN2Si2Sr at a distorted geometry, with ωB97M-V/def2-TZVPD.

Geometry (Å):
C -1.889624 -0.923041 3.964717
C -2.436796 -0.506457 2.709227
C -1.997412 -1.424419 1.718142
H -3.134067 0.322273 2.546001
C -1.185338 -2.403181 2.348795
C -1.123043 -2.088463 3.743416
H -0.625750 -2.674551 4.513720
H -2.108390 -0.473984 4.932091
H -2.272080 -1.418059 0.664908
H -0.717531 -3.268276 1.872147
Sr 0.339260 -0.086289 2.395972
Si 2.348896 1.313195 -1.965882
C 0.842019 2.296088 -1.396251
C 0.874933 3.640316 -1.796482
H 1.829541 4.048243 -2.141194
C -0.305911 4.379206 -1.861252
H -0.292206 5.366312 -2.309469
C -1.512538 3.840492 -1.409369
H -2.440690 4.416458 -1.501534
C -1.524694 2.549073 -0.876122
H -2.476691 2.122958 -0.550161
C -0.348180 1.789567 -0.836998
H -0.406528 0.742977 -0.475150
C -0.503096 -1.622369 -1.878375
C -1.877400 -1.719944 -2.179864
H -2.385356 -0.900523 -2.661512
C -2.529294 -2.948629 -1.957679
H -3.567921 -3.052583 -2.288658
C -1.829718 -4.021394 -1.384941
H -2.310670 -5.006302 -1.337260
C -0.519981 -3.841950 -0.910697
H 0.017550 -4.683388 -0.455896
C 0.097086 -2.609178 -1.049262
H 1.100467 -2.416312 -0.649309
H 2.351726 0.115431 -1.105239
Si 0.606142 -0.607296 -2.984733
C 0.926560 -1.931874 -4.288577
C 0.253780 -1.910547 -5.518658
H -0.178044 -0.985074 -5.911387
C 0.076315 -3.088635 -6.256176
H -0.501607 -3.069260 -7.183101
C 0.637327 -4.286707 -5.809695
H 0.465551 -5.216656 -6.353897
C 1.426338 -4.279968 -4.652342
H 1.918400 -5.191320 -4.324354
C 1.593093 -3.107823 -3.921038
H 2.216246 -3.131253 -3.020957
C 0.035467 0.775510 -4.232742
C -1.302249 1.163161 -4.427844
H -2.099597 0.597696 -3.941607
C -1.615549 2.339512 -5.143956
H -2.668200 2.644532 -5.222832
C -0.593826 3.133198 -5.689633
H -0.847425 4.069694 -6.188739
C 0.736483 2.714632 -5.574055
H 1.534838 3.348062 -5.979318
C 1.039142 1.524653 -4.896915
H 2.095098 1.249320 -4.770321
H 3.534055 2.191555 -1.644598
Cl 2.477146 1.102250 1.469519
N -0.277833 2.089497 4.146965
C 0.343188 2.111440 5.421963
C 0.330094 3.227016 6.251100
C 0.869770 3.155433 7.550989
C 1.459743 1.979478 8.004680
C 1.570695 0.846450 7.156146
C 2.192151 -0.353732 7.549598
C 2.309417 -1.390743 6.637242
C 1.760621 -1.243147 5.344216
N 1.089989 -0.133049 4.973042
C 1.007507 0.925596 5.844842
H -1.164880 1.565870 4.175666
H -0.486414 3.034949 3.841538
H -0.147026 4.145752 5.883506
H 0.796637 4.026013 8.203124
H 1.843704 1.915236 9.025363
H 2.569542 -0.432251 8.565253
H 2.809125 -2.334609 6.877699
H 1.877909 -2.035867 4.584482

Cartesian forces, eV/Å:
C -0.380 -0.035 -0.567
C 0.111 -0.251 0.246
C -0.008 -0.062 0.125
H 0.318 -0.332 0.087
C -0.034 0.048 0.555
C -0.271 -0.089 -0.550
H -0.096 0.154 -0.229
H 0.128 -0.082 -0.192
H 0.067 0.027 0.229
H -0.244 0.349 0.149
Sr -0.230 0.324 0.535
Si -1.780 -2.134 1.605
C 0.212 0.353 0.127
C -0.577 -0.417 -0.233
H -0.419 0.068 -0.066
C -0.028 0.079 0.195
H -0.004 0.053 0.158
C 0.187 -0.033 -0.156
H 0.399 -0.269 0.065
C 0.131 -0.002 0.081
H 0.337 0.053 0.082
C -0.225 -0.134 -0.472
H 0.085 0.634 -0.305
C -0.424 0.278 1.206
C 0.805 -1.223 0.085
H -0.096 -0.059 -0.186
C 0.247 0.343 0.177
H 0.390 -0.093 0.254
C -0.119 0.139 -0.321
H 0.249 0.463 0.104
C -0.488 -0.194 0.303
H -0.312 0.427 -0.022
C 0.045 0.421 -1.054
H -0.242 -0.304 -0.325
H 0.800 0.279 0.832
Si 1.447 2.429 -2.669
C 0.541 -0.389 0.124
C -0.262 -0.284 -0.141
H 0.065 -0.354 0.310
C 0.283 -0.045 0.072
H 0.189 0.025 0.278
C 0.006 0.253 0.223
H 0.094 0.273 0.121
C 0.105 0.066 -0.307
H -0.073 0.072 -0.055
C -0.235 -0.405 -0.109
H -0.312 -0.012 -0.216
C -0.787 0.441 0.220
C 0.532 0.652 -0.062
H 0.138 0.279 -0.272
C 0.203 -0.133 0.074
H 0.533 -0.073 -0.027
C -0.506 -0.511 0.282
H 0.123 -0.258 0.130
C -0.101 -0.385 0.051
H -0.275 -0.412 0.096
C -0.391 0.412 0.345
H -0.442 0.037 -0.063
H -0.136 -0.542 -0.915
Cl 0.606 0.241 0.139
N -0.514 0.012 -0.281
C 0.013 0.389 0.495
C -0.187 -0.582 -0.653
C 0.497 -0.781 0.311
C -0.300 0.783 -0.013
C -0.529 0.633 -0.379
C 0.063 -0.668 -0.640
C 0.039 0.049 0.283
C -0.713 1.646 -0.099
N 1.094 -0.947 0.417
C 0.321 -0.948 0.172
H 0.417 0.204 0.098
H 0.013 -0.132 -0.065
H 0.200 -0.409 0.277
H 0.086 -0.274 -0.144
H -0.075 0.046 -0.322
H 0.057 -0.085 -0.166
H -0.175 0.459 0.056
H -0.186 0.448 0.504

## Properties
DFT total energy: -2648.43124 a.u.
relative energy (zero: lowest compared OMol25 entry of this formula, charge and spin): 41.0 kcal/mol
frontier orbital gap: 6.425 eV

***

- Among the records above, which one has the lowest DFT total energy?
  C10H8Cl3CuN4S2